A structure of composition C37H67N8O3RbS2SeSi, computed with ωB97M-V/def2-TZVPD.

```
120
Properties=species:S:1:pos:R:3
Rb -1.64 0.88 -0.50
C 0.38 1.93 3.34
C 1.54 1.60 2.41
C 1.92 2.81 1.56
C 2.75 1.15 3.23
O 1.06 0.58 1.52
Si 1.84 -0.71 0.83
S 0.51 -1.58 -0.47
O 2.49 -1.67 2.01
C 1.93 -2.70 2.82
C 0.54 -2.30 3.31
C 1.90 -4.00 2.01
C 2.87 -2.86 4.01
O 3.20 -0.05 0.13
C 4.40 -0.71 -0.27
C 5.03 0.17 -1.34
C 5.34 -0.82 0.92
C 4.11 -2.09 -0.87
H 0.61 2.79 3.97
H 0.17 1.07 3.98
H -0.51 2.14 2.75
H 2.24 3.64 2.20
H 1.07 3.14 0.96
H 2.74 2.55 0.89
H 3.06 1.96 3.89
H 3.58 0.88 2.58
H 2.50 0.28 3.84
H -0.14 -2.16 2.46
H 0.60 -1.36 3.85
H 0.13 -3.06 3.98
H 1.26 -3.88 1.14
H 1.54 -4.83 2.62
H 2.91 -4.24 1.68
H 2.93 -1.93 4.58
H 3.88 -3.11 3.66
H 2.53 -3.66 4.67
H 5.20 1.18 -0.94
H 4.37 0.24 -2.21
H 5.99 -0.23 -1.67
H 5.57 0.18 1.31
H 6.28 -1.29 0.62
H 4.88 -1.41 1.71
H 3.40 -2.00 -1.69
H 3.68 -2.75 -0.12
H 5.04 -2.53 -1.24
C -1.75 4.26 0.84
N -3.00 3.72 0.34
C -3.48 4.50 -0.79
C -4.01 3.66 1.40
C -3.80 2.50 2.37
N -3.74 1.20 1.72
C -4.97 0.89 1.01
C -3.43 0.16 2.68
H -1.85 5.31 1.17
H -0.99 4.22 0.06
H -1.39 3.67 1.68
H -3.65 5.56 -0.52
H -4.42 4.08 -1.15
H -2.77 4.45 -1.61
H -4.98 3.56 0.93
H -4.03 4.59 1.98
H -4.61 2.53 3.11
H -2.87 2.64 2.93
H -5.85 0.93 1.67
H -4.90 -0.12 0.58
H -5.13 1.58 0.18
H -4.21 0.05 3.45
H -2.48 0.38 3.18
H -3.31 -0.80 2.16
C -1.70 -5.08 1.97
C -2.08 -4.75 0.54
N -2.44 -3.34 0.31
C -3.58 -2.99 -0.34
S -3.64 -1.75 -1.48
N -4.71 -3.70 -0.08
C -5.07 -4.30 1.20
C -5.54 -5.74 1.06
H -1.43 -6.13 2.05
H -2.52 -4.89 2.67
H -0.85 -4.48 2.29
H -2.90 -5.37 0.20
H -1.23 -4.96 -0.11
H -1.65 -2.73 0.11
H -5.47 -3.39 -0.66
H -5.86 -3.70 1.65
H -4.21 -4.23 1.86
H -6.40 -5.80 0.39
H -5.84 -6.13 2.03
H -4.75 -6.38 0.66
C -0.96 -0.94 -3.75
N -0.31 0.28 -4.19
C -0.92 1.47 -4.39
Se -2.60 1.99 -3.88
N -0.01 2.27 -5.00
C 1.21 1.62 -5.14
C 2.43 2.01 -5.65
C 3.47 1.09 -5.57
C 3.28 -0.18 -5.02
C 2.04 -0.58 -4.53
C 1.01 0.35 -4.61
H -2.03 -0.75 -3.66
H -0.56 -1.27 -2.79
H -0.80 -1.72 -4.50
H -0.21 3.23 -5.22
H 2.59 3.00 -6.06
H 4.45 1.36 -5.95
H 4.11 -0.86 -4.96
H 1.89 -1.54 -4.07
N 4.63 5.31 -4.00
C 3.74 4.77 -3.51
C 2.63 4.10 -2.90
C 1.37 4.70 -2.86
C 0.33 3.98 -2.30
N 0.47 2.76 -1.79
C 1.68 2.20 -1.82
C 2.79 2.83 -2.37
H 1.21 5.69 -3.27
H -0.67 4.40 -2.29
H 1.77 1.20 -1.40
H 3.74 2.33 -2.39
```

## Properties
LUMO energy   -0.0066 Eh
HOMO level   -7.59 eV
Kohn-Sham gap   0.2724 hartree
Spin multiplicity   1
Total energy   -5625.515354 Ha

Löwdin population analysis, charges in e, atoms 1 to 99:
1. Rb 0.434
2. C -0.019
3. C -0.626
4. C -0.014
5. C -0.017
6. O -0.197
7. Si -0.202
8. S 0.286
9. O -0.164
10. C -0.645
11. C -0.033
12. C -0.041
13. C -0.025
14. O -0.168
15. C -0.633
16. C -0.033
17. C -0.025
18. C -0.037
19. H 0.095
20. H 0.081
21. H 0.051
22. H 0.093
23. H 0.065
24. H 0.083
25. H 0.095
26. H 0.074
27. H 0.072
28. H 0.060
29. H 0.076
30. H 0.089
31. H 0.046
32. H 0.085
33. H 0.085
34. H 0.078
35. H 0.086
36. H 0.088
37. H 0.086
38. H 0.064
39. H 0.091
40. H 0.086
41. H 0.088
42. H 0.074
43. H 0.066
44. H 0.066
45. H 0.091
46. C -0.093
47. N -0.282
48. C -0.096
49. C -0.206
50. C -0.204
51. N -0.319
52. C -0.102
53. C -0.092
54. H 0.100
55. H 0.058
56. H 0.060
57. H 0.094
58. H 0.089
59. H 0.049
60. H 0.108
61. H 0.128
62. H 0.128
63. H 0.105
64. H 0.097
65. H 0.043
66. H 0.082
67. H 0.093
68. H 0.080
69. H 0.079
70. C -0.068
71. C -0.220
72. N 0.008
73. C -0.853
74. S 0.603
75. N -0.013
76. C -0.239
77. C -0.080
78. H 0.084
79. H 0.065
80. H 0.035
81. H 0.095
82. H 0.123
83. H 0.007
84. H 0.108
85. H 0.120
86. H 0.085
87. H 0.075
88. H 0.076
89. H 0.065
90. C -0.056
91. N -0.054
92. C -0.782
93. Se 0.591
94. N 0.119
95. C -0.189
96. C -0.021
97. C -0.083
98. C -0.085
99. C 0.009